[1]
Density functional theory data (the ωB97M-V functional and the def2-TZVPD basis) for a 2-piece molecular cluster, C5H4ClN3 overall in a non-equilibrium geometry.

Summary:
gap between HOMO and LUMO = 8.29 eV
LUMO energy = -0.78 eV
max |F| = 4.56 eV/A

Structure (XYZ):
```
13
Properties=species:S:1:pos:R:3:forces:R:3:lowdin_charge:R:1
C 1.459 -1.386 1.814 0.308 -1.521 0.062 -0.35
C -0.773 1.427 -1.645 -0.159 -0.044 -0.153 -0.20
C -0.142 0.410 0.078 2.373 -0.947 2.625 -0.11
C -0.861 -0.509 -0.618 -0.058 0.031 0.057 -0.75
C 1.347 -0.008 1.903 -2.964 1.960 -2.862 0.05
N 1.547 -2.534 1.767 0.033 0.030 -0.017 0.15
N -0.067 1.581 -0.557 0.197 0.295 0.190 0.06
N -1.291 0.174 -1.734 0.017 -0.071 -0.020 0.05
Cl -1.275 -2.133 -0.337 -0.004 0.006 -0.001 0.70
H -0.927 2.187 -2.383 -0.127 0.117 -0.250 0.12
H 0.690 0.387 2.660 0.158 0.049 0.223 0.07
H 2.138 0.620 1.533 0.197 0.023 0.060 0.07
H -1.846 -0.216 -2.480 0.028 0.073 0.086 0.15
```
Forces are in eV/Å.

***

[2]
Density functional theory data (the ωB97M-V functional and the def2-TZVPD basis) for C21H26BCl5DyF4N5O2 as an isolated structure in a non-equilibrium geometry.

Summary:
gap between HOMO and LUMO (spin up / spin down) = 6.83 / 6.84 eV
LUMO energy (spin up / spin down) = -0.22 / -0.22 eV
max |F| = 2.80 eV/A
2S+1 = 6

Structure (XYZ):
```
65
Properties=species:S:1:pos:R:3:forces:R:3:lowdin_charge:R:1
Dy 0.093 0.288 -0.943 -0.010 0.563 0.610 1.73
C -3.079 1.211 -0.957 -0.157 -0.371 1.828 -0.03
N -1.881 1.954 -0.341 -0.806 -1.546 -0.318 -0.26
C -1.870 3.290 -0.829 -1.037 1.959 -0.532 -0.13
C -1.856 1.936 1.093 0.105 -1.540 0.992 -0.23
C -2.135 3.011 1.898 -0.044 0.893 0.663 -0.05
C -1.995 2.961 3.288 0.529 -1.726 -0.148 -0.08
C -1.578 1.784 3.952 -0.324 0.567 -1.321 -0.06
C -1.324 0.683 3.138 -0.414 -0.739 -0.853 -0.04
C -1.475 0.703 1.727 -0.591 0.883 -0.102 -0.24
N -1.241 -0.345 0.833 0.571 -0.926 0.045 -0.11
C -1.452 -1.702 1.158 0.966 1.870 -0.115 -0.26
C -2.227 -2.147 2.210 0.195 -0.790 0.473 -0.03
C -2.296 -3.480 2.538 0.044 -0.249 -1.168 -0.08
C -1.641 -4.453 1.805 0.025 0.256 -0.407 -0.09
C -0.905 -4.046 0.708 0.561 0.460 -0.474 -0.03
C -0.794 -2.669 0.424 1.518 -1.186 -1.458 -0.19
N 0.141 -2.233 -0.703 -2.146 -0.341 -0.114 -0.28
C 1.507 -2.737 -0.521 -0.648 0.075 0.194 -0.11
C -0.444 -2.731 -2.000 -1.387 -0.333 1.759 -0.07
H -4.014 1.728 -0.676 0.324 0.006 0.080 0.09
H -3.180 0.133 -0.564 0.556 1.760 -0.783 0.11
H -2.988 1.280 -2.024 0.132 -0.337 -0.447 0.06
H -2.830 3.864 -0.584 1.039 -0.735 -0.389 0.12
H -1.737 3.318 -1.908 -0.243 -0.178 -0.171 0.08
H -1.055 3.876 -0.412 0.139 -0.140 0.275 0.09
H -2.460 4.001 1.551 0.208 -0.639 -0.324 0.11
H -2.213 3.871 3.755 -0.225 0.972 1.167 0.08
H -1.466 1.668 5.030 -0.068 0.360 -0.292 0.10
H -1.097 -0.297 3.550 0.298 0.367 0.235 0.08
H -2.641 -1.453 2.877 -0.943 0.909 0.512 0.09
H -2.993 -3.858 3.222 -0.678 0.015 1.475 0.09
H -1.771 -5.477 2.104 0.145 -0.324 -0.228 0.10
H -0.382 -4.775 0.064 -0.312 0.458 0.483 0.12
H 1.504 -3.728 -0.092 0.075 -0.522 -0.128 0.09
H 1.957 -2.106 0.221 0.731 0.325 0.127 0.01
H 2.013 -2.729 -1.482 0.205 0.043 0.138 0.06
H -0.420 -3.809 -2.033 0.222 -0.560 -0.020 0.08
H 0.086 -2.344 -2.817 0.743 0.693 -1.202 0.05
H -1.525 -2.474 -2.069 0.851 0.208 0.061 0.11
N 0.809 2.349 -2.402 -0.153 0.232 0.306 -0.05
C 0.161 2.278 -3.695 -1.652 -1.795 -1.376 -0.16
C -0.884 1.043 -3.859 0.736 1.247 0.182 -0.63
O -1.544 1.006 -4.872 0.086 -0.118 0.173 0.06
O -0.924 0.204 -2.868 0.295 -0.013 0.218 -0.25
H 0.648 3.247 -1.923 0.276 -0.683 -0.348 0.10
H 1.795 2.255 -2.590 0.311 0.259 0.597 0.07
H 0.890 2.017 -4.495 -0.432 0.725 0.396 0.13
H -0.474 3.138 -3.962 0.707 -0.072 0.023 0.12
Cl 5.650 0.245 -0.878 0.071 0.613 0.169 0.68
C 4.944 -0.738 -2.122 -0.226 -0.693 0.517 -1.62
Cl 5.113 -2.443 -1.609 -0.071 -0.094 -0.252 0.62
Cl 5.680 -0.479 -3.678 0.206 0.100 -0.437 0.67
C 3.501 -0.486 -2.236 0.999 -0.015 -0.041 -0.34
N 2.383 -0.319 -2.352 -1.068 0.122 -0.021 0.20
Cl 1.539 -1.907 3.172 0.001 0.066 0.194 0.58
C 3.005 -0.932 3.077 1.009 -0.615 -0.165 -0.90
Cl 4.121 -1.674 1.805 -0.331 0.380 0.891 0.45
H 3.560 -0.935 4.062 -0.777 0.117 -1.313 0.06
H 2.744 0.033 2.656 0.125 0.095 0.401 0.00
F 2.292 0.639 0.208 -0.741 0.191 0.098 -0.09
B 2.209 2.123 0.539 0.347 -1.281 0.241 -1.25
F 0.820 2.359 0.497 0.040 0.053 -0.484 0.09
F 2.699 2.312 1.790 0.152 0.063 0.198 0.19
F 2.931 2.704 -0.460 -0.059 0.657 -0.289 0.17
```
Forces are in eV/Å.

***

[3]
Density functional theory data (the ωB97M-V functional and the def2-TZVPD basis) for C40H50N10 as an isolated structure in a non-equilibrium geometry.

Summary:
gap between HOMO and LUMO = 7.80 eV
LUMO energy = 0.51 eV
max |F| = 17.03 eV/A

Structure (XYZ):
```
100
Properties=species:S:1:pos:R:3:forces:R:3:lowdin_charge:R:1
N -33.044 3.597 46.903 4.022 -0.836 1.690 0.01
C -31.695 4.012 47.285 -4.769 6.041 -2.513 -0.07
C -31.614 5.485 46.905 -3.080 -2.679 0.755 -0.06
C -33.025 5.763 46.222 3.050 -2.102 1.904 -0.06
C -33.726 4.544 46.345 -2.078 4.625 -1.564 -0.22
H -33.462 2.702 47.054 0.353 -0.514 0.212 0.14
H -31.032 3.315 47.600 1.951 -1.856 1.181 0.02
H -30.819 6.235 47.293 -1.480 -1.623 -1.141 0.10
H -33.360 6.639 45.658 0.212 -0.326 0.677 0.08
H -34.833 4.509 46.170 1.369 -0.529 -0.118 0.13
N -26.713 7.326 43.228 -0.175 -0.647 1.084 -0.03
C -27.844 8.049 43.626 2.511 3.640 -2.884 -0.18
C -27.684 9.429 43.142 1.861 -2.843 -0.564 -0.11
C -26.302 9.449 42.422 -1.422 -1.444 1.367 -0.08
C -25.706 8.034 42.552 -5.210 4.351 1.258 -0.08
H -26.548 6.348 43.632 -0.304 1.984 -1.247 0.10
H -28.745 7.661 44.035 -0.057 -0.689 0.377 0.06
H -28.528 10.217 43.213 1.952 -1.341 -0.250 0.09
H -25.996 10.467 41.936 0.008 -2.594 0.841 0.08
H -24.810 7.509 42.342 0.619 0.106 -0.402 0.06
N -26.270 6.493 47.532 -0.524 0.740 -1.794 0.00
C -27.135 7.089 46.590 -0.228 -1.024 -1.357 -0.10
C -28.290 6.096 46.412 4.898 1.042 3.479 -0.08
C -28.024 4.996 47.408 1.171 1.499 -1.396 -0.10
C -26.753 5.260 47.969 -1.851 2.138 -2.671 -0.18
H -25.307 6.936 47.694 -1.586 -1.155 0.087 0.12
H -26.619 8.213 45.893 -2.171 -4.858 2.015 0.20
H -29.177 6.225 45.886 -1.029 0.285 -0.965 0.01
H -28.669 4.099 47.616 0.869 1.191 -0.382 0.08
H -26.070 4.728 48.507 1.116 -1.588 1.801 0.08
N -25.627 10.646 48.018 -1.732 1.294 -1.976 -0.07
C -25.677 11.104 49.322 -0.657 -2.834 0.388 -0.12
C -26.726 10.220 49.988 0.200 1.708 0.292 -0.14
C -27.488 9.496 48.942 6.985 4.637 -2.537 0.00
C -26.697 9.789 47.641 -0.641 2.196 8.584 -0.04
H -24.996 11.174 47.318 -1.649 -1.513 1.415 0.20
H -24.683 11.611 49.588 -2.084 -0.693 0.442 0.15
H -26.805 10.073 51.210 -0.100 0.744 -3.631 0.16
H -28.311 8.928 49.109 -2.096 -1.780 0.158 0.04
H -26.857 9.441 46.714 -0.416 -0.313 -2.648 -0.01
N -24.751 8.424 49.549 1.876 0.716 0.859 -0.03
C -24.386 7.373 50.386 3.933 -1.144 -7.864 -0.09
C -23.374 6.495 49.657 -2.297 3.422 0.322 -0.07
C -23.097 7.238 48.391 -2.806 1.531 3.904 -0.08
C -23.903 8.493 48.445 1.071 -7.707 3.222 -0.14
H -25.422 9.370 49.749 2.082 -3.261 0.108 0.08
H -24.683 7.179 51.297 -2.176 -0.572 4.419 0.03
H -22.947 5.534 50.101 -0.634 1.652 -1.012 0.10
H -22.396 6.869 47.705 0.755 0.100 -1.111 0.05
H -23.919 9.334 47.936 0.246 3.096 -2.772 0.02
N -30.167 5.463 51.464 -1.249 -2.073 -0.818 -0.09
C -29.660 6.389 52.414 3.615 0.201 -8.070 -0.07
C -28.561 7.065 51.596 -0.563 -3.356 0.704 -0.08
C -28.218 6.302 50.332 -7.758 -0.650 3.958 -0.05
C -29.456 5.444 50.239 0.926 -0.201 0.914 -0.13
H -31.011 4.634 51.538 3.312 3.641 0.241 0.23
H -30.001 6.406 53.366 -0.903 0.478 2.618 0.04
H -27.869 7.822 51.942 -0.303 0.015 0.412 0.04
H -27.602 6.527 49.528 0.955 0.595 -0.756 0.00
H -29.971 4.715 49.476 1.690 1.686 1.352 0.09
N -24.314 -0.320 46.104 -0.300 -0.224 0.865 -0.05
C -24.760 0.913 45.705 -1.246 3.359 7.315 -0.09
C -25.024 1.693 47.040 0.443 -3.458 -0.253 -0.05
C -24.653 0.689 48.207 -0.209 -1.192 -10.120 -0.03
C -24.302 -0.580 47.459 -1.463 6.961 2.368 -0.11
H -24.295 -1.140 45.560 0.306 -0.522 -1.352 0.12
H -24.919 1.559 44.868 0.342 -1.085 -1.321 0.07
H -25.611 2.729 47.159 1.865 -2.457 -0.520 0.08
H -24.818 0.818 49.186 -0.337 0.360 3.388 0.01
H -24.049 -1.402 48.057 0.512 -1.635 -0.477 0.07
N -30.620 4.119 44.538 0.602 -1.068 -1.322 -0.05
C -30.241 4.859 43.447 2.098 -5.609 -1.052 -0.10
C -29.506 3.927 42.544 -2.947 -0.337 2.533 -0.12
C -29.581 2.544 43.039 -3.669 7.204 5.847 -0.04
C -30.251 2.789 44.447 0.238 -0.851 -0.686 -0.09
H -31.206 4.546 45.285 0.887 -0.745 -0.666 0.06
H -30.424 5.863 43.542 -0.189 2.272 -0.673 0.06
H -29.135 4.202 41.598 0.488 0.364 -0.804 0.06
H -29.153 1.678 42.773 1.431 -2.767 -1.166 0.02
H -30.526 2.172 45.467 0.897 1.126 -3.215 0.13
N -25.928 4.754 44.451 -2.559 0.000 3.443 -0.10
C -24.663 4.969 43.869 -6.812 -4.681 -6.024 -0.08
C -24.796 4.344 42.477 -7.206 0.624 7.322 -0.04
C -26.263 3.880 42.349 0.871 -0.406 3.768 -0.03
C -26.928 4.018 43.795 7.074 1.570 -5.925 -0.08
H -26.499 5.176 45.360 2.970 -0.897 -2.131 0.15
H -23.860 5.358 44.282 3.245 2.012 2.233 0.04
H -24.134 4.533 41.777 3.085 0.327 -3.462 0.00
H -26.731 3.280 41.505 0.857 1.073 1.229 0.08
H -27.824 3.751 44.272 -0.866 -0.055 0.304 0.04
N -28.930 0.209 47.346 -1.505 -1.598 -0.249 -0.04
C -28.586 1.300 48.005 -2.741 0.957 4.331 -0.17
C -29.480 1.452 49.196 0.596 -1.451 -3.533 -0.05
C -30.545 0.339 49.046 13.018 4.614 -9.970 -0.03
C -30.073 -0.453 47.861 -0.620 0.659 1.346 -0.09
H -28.273 -0.061 46.634 -0.525 -0.694 -0.462 0.14
H -27.776 1.918 47.642 0.011 -0.137 0.314 0.08
H -29.193 2.316 49.849 -1.190 -1.156 -0.191 0.07
H -31.175 -0.050 49.544 -8.479 -4.252 7.125 -0.06
H -30.515 -1.502 47.408 1.446 3.188 1.244 0.15
```
Forces are in eV/Å.

***

[4]
Density functional theory data (the ωB97M-V functional and the def2-TZVPD basis) for a 7-piece molecular cluster, C5H21NO8 overall in a non-equilibrium geometry.

Summary:
gap between HOMO and LUMO = 9.24 eV
LUMO energy = 0.12 eV
max |F| = 9.00 eV/A

Structure (XYZ):
```
35
Properties=species:S:1:pos:R:3:forces:R:3:lowdin_charge:R:1
C -1.556 2.101 0.191 0.415 -0.643 1.089 0.05
C -1.202 0.906 -0.411 -1.642 0.993 1.433 -0.36
N -0.939 0.768 -1.814 -0.297 0.208 -0.163 0.03
C -1.207 -0.540 0.389 1.081 4.437 -3.019 -0.11
C 0.264 -0.724 0.622 1.814 -1.644 -2.516 -0.12
C 0.541 -1.674 1.716 3.972 0.045 -1.029 -0.59
O 0.081 -1.769 2.777 -3.601 -0.090 3.449 0.16
O 1.755 -2.197 1.523 0.042 1.376 -4.971 0.12
H -1.558 3.180 -0.198 0.180 -2.130 -0.266 0.07
H -1.776 2.120 1.332 0.345 -0.366 -2.425 0.05
H 0.011 0.418 -2.043 -1.350 -0.064 0.101 0.06
H -1.762 0.283 -2.262 1.918 0.387 0.178 0.06
H -1.631 -1.201 -0.339 0.205 -0.735 -0.130 0.07
H -1.872 -0.499 1.186 -0.676 0.040 1.766 0.08
H 0.845 -1.080 -0.403 -1.700 0.496 2.550 0.18
H 0.978 0.108 0.868 -1.445 0.038 0.001 0.14
H 2.233 -2.700 2.102 0.972 -1.938 3.205 0.08
O -1.496 1.192 3.012 1.187 3.750 3.553 -0.07
H -1.403 0.302 2.848 0.496 -3.384 -0.361 -0.05
H -0.972 1.364 3.885 -1.521 -0.609 -2.422 0.12
O -3.070 -1.157 -2.713 2.030 -2.099 0.473 -0.08
H -3.578 -0.581 -2.178 -0.958 0.748 0.931 0.02
H -2.536 -1.768 -2.074 -1.962 1.633 -1.201 0.04
O 2.076 2.956 -0.681 1.654 1.155 1.133 -0.09
H 1.944 3.208 -1.594 -0.063 0.313 -0.221 0.02
H 2.804 3.578 -0.343 -1.598 -1.419 -0.953 0.08
O 3.484 1.698 2.315 -0.759 2.314 -0.703 -0.06
H 3.078 2.570 2.029 1.315 -1.115 0.408 0.06
H 2.648 1.260 2.398 -0.605 -1.218 0.319 0.00
O -1.560 -3.207 -1.912 -0.762 -2.152 2.938 0.02
H -0.654 -3.267 -1.659 1.161 -0.781 1.418 0.06
H -1.378 -2.694 -2.620 0.180 2.493 -4.649 -0.02
O 2.064 0.870 -3.812 5.936 -2.409 6.320 0.03
H 1.476 1.137 -4.364 -6.050 2.780 -5.562 -0.07
H 1.953 1.380 -2.988 0.084 -0.411 -0.672 0.03
```
Forces are in eV/Å.

***

DFT total energy / eV: -22238.886 -131995.589 -57166.182 -23391.994
Relative energy (zero: lowest compared OMol25 entry of this formula, charge and spin) / kJ/mol: 225.1 15.8 2321.6 535.1